# 1
{
  "formula": "C7H6F2N",
  "method": "wB97M-V/def2-TZVPD",
  "elements": ["C", "H", "H", "N", "H", "C", "F", "H", "H", "C", "F", "C", "H", "C", "C", "C"],
  "positions_angstrom": [[-1.36646, 0.75680, -0.25722], [-0.45369, 2.54496, 0.27020], [-1.02613, -2.51183, 0.34018], [-1.72090, -0.62988, 0.21407], [1.72903, 2.59885, 0.15307], [-0.63995, -1.49254, 0.26380], [-2.34020, 1.54621, 0.26677], [-1.52157, 0.78105, -1.35577], [1.08101, -2.51986, 0.45992], [2.24091, 0.55785, -0.07303], [-2.85414, -1.12206, -0.35218], [-0.05957, 1.56542, 0.00353], [2.84699, -1.42999, -0.13180], [0.74962, -1.50928, 0.25482], [2.01437, -0.74631, -0.02508], [1.32069, 1.61060, -0.03128]],
  "forces_ev_per_angstrom": [[-0.91, 0.56, -1.12], [-0.09, -0.07, -0.28], [-0.07, 0.20, -0.02], [4.98, 0.89, -0.48], [-0.08, 0.04, -0.11], [-2.88, -0.83, 0.15], [-0.25, 0.01, 0.21], [0.12, -0.29, 0.35], [-0.26, -0.15, -0.21], [-1.41, 1.15, -0.72], [0.54, 0.19, 0.32], [0.43, 0.13, 0.69], [0.09, -0.06, 0.11], [3.07, 1.13, -0.34], [-2.30, -2.97, 0.84], [-0.98, 0.08, 0.61]],
  "e_homo_ev": [-14.31, -14.64],
  "total_charge": 1,
  "spin_multiplicity": 3,
  "orbital_gap_ev": [8.78, 6.66],
  "e_tot_ev": -14265.566,
  "s_squared": 2.066
}

---

# 2
{
  "formula": "C5H9CoO3",
  "method": "wB97M-V/def2-TZVPD",
  "elements": ["C", "C", "H", "H", "O", "H", "H", "C", "C", "H", "H", "O", "H", "H", "H", "C", "Co", "O"],
  "positions_angstrom": [[-4.67148, -1.35412, -2.89996], [0.12232, -0.94628, -0.96332], [0.73702, -0.10564, -0.63244], [-4.56907, -1.32441, -1.80609], [-4.11466, -0.16717, -3.45164], [-6.55899, -2.37268, -2.94924], [-4.11138, -2.22647, -3.27073], [-6.12575, -1.42827, -3.30562], [0.61662, -2.18020, -1.04547], [1.57792, -2.43763, -0.59647], [-6.69631, -0.59826, -2.86685], [-2.67602, 1.38632, -2.88711], [-6.23283, -1.38894, -4.39835], [0.24890, -2.89045, -1.78998], [-0.97228, -0.69730, -1.09284], [-2.82446, 0.14731, -3.14227], [-3.52473, 2.80720, -3.82567], [-1.92534, -0.67796, -3.37503]],
  "forces_ev_per_angstrom": [[0.23, -0.78, -0.04], [-1.22, 0.40, 0.69], [-0.23, -0.38, 0.63], [-0.02, 0.00, -0.19], [-0.69, 0.83, 0.59], [0.10, 0.24, -0.09], [-0.11, 0.26, 0.10], [-0.21, 0.03, -0.01], [0.58, 0.28, -0.87], [0.05, 0.31, -0.49], [0.13, -0.21, -0.14], [-0.12, 2.52, 0.03], [0.06, -0.02, 0.29], [-0.68, -0.25, 0.97], [1.62, -0.36, -0.80], [1.80, -3.48, -2.78], [0.46, -1.06, 0.71], [-1.73, 1.67, 1.39]],
  "e_homo_ev": [-8.38, -9.04],
  "e_above_lowest_kcal_mol": 0.00,
  "total_charge": 0,
  "spin_multiplicity": 5,
  "orbital_gap_ev": [8.61, 6.56],
  "e_tot_ev": -49095.288,
  "s_squared": 6.006
}

---

# 3
{
  "formula": "C17H36N2O2PS",
  "method": "wB97M-V/def2-TZVPD",
  "elements": ["H", "H", "P", "C", "H", "H", "N", "H", "C", "H", "H", "C", "H", "H", "H", "H", "H", "N", "H", "H", "H", "C", "C", "H", "S", "O", "H", "C", "C", "H", "H", "H", "H", "H", "C", "C", "C", "H", "H", "H", "C", "H", "H", "O", "H", "C", "H", "H", "C", "H", "H", "H", "C", "C", "C", "H", "H", "H", "C"],
  "positions_angstrom": [[7.52186, -0.07127, -3.88418], [4.04337, -3.71236, -3.35249], [1.29283, 0.26438, 0.48652], [-4.87492, 3.17305, -3.81723], [-4.33706, 3.37847, -1.31378], [5.32922, -4.20949, -0.94004], [2.71372, -1.32410, -1.19168], [-2.31347, 0.59703, -1.16615], [4.56548, -3.39750, -0.58615], [4.77791, -3.66271, 1.91163], [1.77874, 0.61837, 2.99265], [-3.77535, 1.08711, 4.85441], [-2.18517, -0.10988, 5.67245], [0.15253, -1.84602, 2.00684], [1.05101, -1.53185, 3.66636], [-2.87152, 2.43072, -3.56034], [-0.91296, -0.93928, 0.29413], [2.46606, -1.07748, 0.12119], [-5.08190, -1.03883, 6.08176], [5.38249, -0.75743, -3.01510], [-0.05951, -0.78546, -1.42794], [-2.88969, 4.53167, -3.09532], [4.24970, -3.08314, 1.03117], [0.04310, 1.17272, 2.48220], [6.87352, -0.14797, -5.15520], [-3.16674, -1.14903, 4.21568], [3.09782, -2.10955, -3.80767], [0.85126, 0.31846, 2.34224], [-4.05933, -0.85003, 6.42760], [-4.10157, -0.18664, 7.29708], [2.92387, -1.54528, 2.29583], [-5.33780, 2.18070, -3.79335], [-0.86142, 1.72479, -1.63389], [-2.70584, 4.87607, -4.11779], [-3.21260, -0.24698, 5.31827], [5.43985, -1.87442, -3.42775], [-1.29353, 1.06354, -0.75967], [-4.78775, 0.96709, 4.45271], [-3.80892, 1.80868, 5.67665], [-3.52214, 5.26800, -2.58668], [-0.31585, -0.21583, -0.42679], [-3.64953, -1.81559, 6.74293], [-4.07478, -1.27674, 3.89456], [-3.74380, 2.73858, -1.74105], [-4.75061, 3.47653, -4.86140], [3.96920, -2.56068, -3.15521], [6.22089, -2.43096, -2.74986], [-1.60011, 1.69249, 0.19260], [3.69342, -2.37529, -1.51218], [4.95077, -1.78964, -5.75589], [-5.57781, 3.86108, -3.33423], [-1.93642, 4.50858, -2.55644], [-3.54085, 3.15792, -3.08807], [3.17668, -1.85941, 1.17112], [0.22975, -1.09844, 2.93206], [-3.16289, 1.50346, 4.04747], [-0.79780, -0.93496, 3.47301], [6.65073, -2.62184, -5.26006], [5.86385, -1.76342, -5.00753]],
  "forces_ev_per_angstrom": [[-1.03, -0.56, -1.56], [-0.27, 2.15, 0.36], [-0.89, 2.23, -0.41], [-0.12, -0.28, -0.21], [0.24, -0.26, -0.24], [-1.78, 1.82, 0.50], [3.17, -3.46, 0.95], [2.30, 1.05, 0.91], [-3.47, 4.04, 3.87], [-1.46, 1.56, -1.82], [-1.68, -0.35, -1.49], [0.18, 0.28, -0.07], [-0.04, -0.16, -0.18], [-0.19, 1.41, 2.28], [-2.00, 0.72, -1.35], [-0.07, -0.04, 0.24], [1.13, 1.28, -1.63], [3.24, -4.83, 2.31], [0.07, 0.16, -0.01], [0.02, -2.44, -0.85], [-0.39, 1.17, 2.12], [0.35, 0.06, -0.04], [-1.54, 2.33, -5.60], [1.78, -1.59, -0.73], [-0.13, -0.56, 0.83], [0.17, -0.18, -0.33], [1.85, -0.75, 1.55], [-0.54, -0.95, 1.35], [0.14, -0.19, 0.29], [-0.04, -0.10, -0.10], [0.41, -0.66, -2.94], [0.13, 0.12, -0.05], [-0.78, -1.20, 2.06], [-0.03, 0.01, 0.14], [-0.77, 0.11, 0.05], [-0.94, 0.92, 0.41], [-0.68, -0.48, -0.42], [0.04, -0.05, 0.16], [-0.04, -0.06, -0.13], [-0.06, -0.09, -0.14], [-1.16, -1.09, 0.18], [0.00, 0.19, -0.02], [0.38, 0.06, 0.17], [0.01, -0.14, 0.35], [-0.06, -0.01, 0.12], [0.32, -0.13, 1.20], [-1.31, 1.00, -1.61], [0.91, -1.23, -2.05], [0.15, -0.66, -0.35], [2.02, 0.35, 1.63], [0.16, 0.06, -0.06], [-0.09, -0.03, -0.12], [-0.46, 0.62, 0.01], [0.82, -1.09, 0.37], [0.95, -0.05, -0.43], [-0.02, -0.03, 0.14], [2.05, -0.55, -1.16], [-2.10, 1.70, 0.39], [1.16, -1.12, 1.14]],
  "e_homo_ev": -11.18,
  "total_charge": 1,
  "orbital_gap_ev": 6.24,
  "e_tot_ev": -45396.107
}

---

# 4
{
  "formula": "H20O10",
  "method": "wB97M-V/def2-TZVPD",
  "elements": ["H", "H", "H", "H", "O", "H", "O", "H", "H", "H", "H", "H", "O", "O", "H", "O", "H", "O", "O", "O", "O", "H", "H", "H", "O", "H", "H", "H", "H", "H"],
  "positions_angstrom": [[-0.15525, 0.28560, 0.37433], [-3.47404, 0.46294, -2.58825], [1.80369, -0.14467, 1.71744], [0.96816, -2.31790, -2.59565], [2.43230, 0.81212, -0.64428], [-0.55269, -2.58594, 1.67046], [0.49799, 3.12194, -0.60032], [-1.01067, 2.57976, 1.88066], [2.65460, -1.21844, 2.36156], [-1.48065, 3.55242, 2.94130], [3.31665, 1.16731, -0.55492], [0.75814, 1.79643, 2.08143], [-0.46520, -2.76330, 0.73390], [-2.19608, -2.62588, -1.70294], [1.12565, 2.41022, -0.72570], [-2.57084, 0.37102, -2.28492], [-1.03847, 0.22243, -0.85360], [1.52526, -2.51739, -1.84326], [2.48299, -0.79035, 1.52279], [-1.79359, 3.02249, 2.20817], [0.50574, 0.89808, 1.86814], [-0.55766, -1.90631, 0.31768], [-2.30453, -0.49839, -2.58399], [0.09429, 0.56830, 2.66700], [-0.36449, -0.26516, -0.38006], [1.29573, -1.85435, -1.19218], [2.39667, 0.09486, -0.01143], [0.02806, 3.17686, -1.43241], [-1.27154, -2.66204, -1.45767], [-2.65023, -2.39266, -0.89326]],
  "forces_ev_per_angstrom": [[0.22, 0.32, 0.20], [-0.20, 0.11, 0.01], [-0.35, 0.36, 0.18], [-0.04, 0.11, -0.25], [-0.29, 0.78, -0.50], [-0.03, -0.11, 0.19], [-0.23, 0.30, 0.40], [0.00, 0.00, -0.48], [0.25, -0.32, 0.00], [-0.03, 0.26, 0.19], [0.28, 0.01, -0.02], [0.38, 0.44, -0.18], [-0.06, -0.77, 0.31], [-0.26, 0.26, -0.69], [0.50, -0.63, -0.09], [0.22, 0.41, 0.13], [-0.50, 0.16, -0.44], [0.07, -0.35, -0.10], [0.54, -0.56, 0.09], [-0.18, -0.14, 0.17], [-0.24, 0.31, 0.42], [0.08, 0.82, -0.24], [0.05, -0.65, -0.03], [-0.38, -0.19, 0.35], [-0.04, -0.49, -0.30], [-0.06, 0.29, 0.27], [0.23, -0.46, 0.06], [-0.19, 0.06, -0.16], [0.32, -0.30, 0.20], [-0.04, -0.03, 0.28]],
  "e_homo_ev": -10.77,
  "e_above_lowest_kcal_mol": 58.99,
  "total_charge": 0,
  "orbital_gap_ev": 10.34,
  "e_tot_ev": -20800.054
}

---

# 5
{
  "formula": "C4H8F6Li3N3O14S7",
  "method": "wB97M-V/def2-TZVPD",
  "elements": ["Li", "O", "O", "C", "S", "N", "S", "O", "O", "F", "S", "S", "C", "S", "O", "N", "F", "H", "H", "F", "Li", "C", "O", "Li", "F", "O", "N", "H", "H", "S", "S", "H", "F", "O", "C", "O", "H", "F", "O", "O", "H", "O", "O", "H", "O"],
  "positions_angstrom": [[-0.88746, 2.62408, 0.20437], [1.26542, 3.90305, -2.22197], [-2.45439, 0.27794, 1.75250], [2.59369, -3.79403, 0.79166], [3.03953, -2.15699, 1.33434], [-6.34248, 2.75441, -1.02067], [-6.56771, 1.87431, -2.26293], [0.86096, -0.29077, 3.08861], [0.32597, 1.08724, -1.99702], [-1.76625, 0.00399, -0.37970], [0.28417, 0.88505, 2.49992], [-0.63610, 2.02037, -2.61988], [3.89057, -4.60978, 0.96657], [-5.24235, 1.69286, -0.32866], [-5.61224, 0.26230, -0.26795], [-0.11844, 0.95916, 0.85313], [-0.09479, 5.42851, -1.06517], [4.95693, -3.71443, -0.69423], [1.66524, -4.14237, 1.24416], [-1.99206, 1.15796, -2.67106], [2.34918, -2.12643, 4.60912], [4.80442, -2.30039, 0.91403], [-0.44092, 2.26032, -4.03166], [1.30250, 0.40880, -0.34106], [1.60415, 1.76443, 2.37227], [-0.65483, 4.97900, -3.43799], [-1.10822, 3.37247, -1.54889], [6.01778, -4.13838, 0.69604], [4.10942, -4.74893, 2.02527], [-0.11913, 4.32408, -2.24827], [-1.22492, -0.11712, 1.13586], [5.36940, -1.84934, 1.72977], [-6.98644, 3.07455, -3.27350], [3.00344, -2.16952, 2.79425], [5.04643, -3.74867, 0.39154], [-5.43664, 1.33922, -3.04020], [5.00707, -1.61949, 0.08734], [-5.53065, 2.19910, 1.17022], [-0.79356, -1.47860, 1.18773], [-3.83276, 2.06115, -0.44368], [3.76859, -5.61811, 0.57096], [-7.79096, 1.06275, -2.20886], [-0.52236, 1.70744, 3.40627], [2.51242, -3.79243, -0.29530], [2.37836, -1.06873, 0.57271]],
  "forces_ev_per_angstrom": [[-0.57, 0.62, 0.07], [-1.06, -0.36, -0.24], [1.67, 0.31, 1.48], [0.53, -0.39, -0.89], [0.42, 0.58, -1.53], [1.54, -1.10, 1.20], [-2.75, -0.17, -9.43], [-0.85, -0.55, -1.05], [-1.07, 1.46, 0.38], [0.63, -0.33, 0.00], [3.36, 5.14, 5.48], [-1.30, -3.26, -1.94], [0.18, 0.26, 1.25], [3.84, -2.49, 6.69], [0.33, 3.81, -1.12], [1.51, -0.08, 4.34], [-0.55, -0.44, -0.57], [0.28, -0.09, 0.02], [0.20, 0.07, 0.13], [1.05, 1.20, 0.92], [-0.10, 0.34, -0.77], [-0.04, 0.64, -1.09], [0.02, 0.44, 2.44], [0.32, -0.26, -0.89], [-0.15, 0.08, -0.81], [1.03, -1.21, 2.58], [-0.32, -4.99, -1.55], [-0.09, 0.10, -0.15], [-0.11, -0.08, 0.19], [2.67, 6.88, -2.10], [-7.67, -4.20, -6.15], [-0.01, -0.74, 0.36], [0.05, -1.10, 1.49], [-0.50, 0.20, 0.57], [-0.95, 0.05, 0.64], [-1.75, 0.57, 2.75], [-0.34, 0.15, -0.05], [-0.26, -0.30, -1.31], [0.69, 0.70, 0.75], [-2.96, -0.21, -1.10], [0.13, 0.24, -0.38], [2.08, 1.05, 0.88], [0.71, -1.72, -2.67], [-0.68, 0.58, -0.09], [0.82, -1.42, 1.26]],
  "e_homo_ev": [-12.59, -12.59],
  "total_charge": 1,
  "spin_multiplicity": 2,
  "orbital_gap_ev": [8.27, 4.99],
  "e_tot_ev": -130167.667,
  "s_squared": 0.763
}